22
Properties=species:S:1:pos:R:3:forces:R:3:mulliken_charge:R:1 method="wB97M-V/def2-TZVPD" homo_ev=-7.79 lumo_energy_ev=0.56 total_energy_ha=-647.3255 orbital_gap_ev=8.346 de_lowest_kj_mol=266.95
I 3.427 -0.182 0.309 -0.0363 0.0439 -0.1970 -0.05
O 1.224 -0.049 -1.746 0.4035 1.1121 0.2460 -0.37
C -0.598 1.211 1.244 0.9304 0.5736 0.3768 -1.25
C 0.547 -1.211 -1.381 0.3319 0.3706 2.2684 -0.74
C -0.566 -0.905 -0.337 0.2623 -1.1033 1.3584 0.58
C -1.096 -2.295 0.108 2.8380 -0.7514 -4.0153 -1.55
C 1.667 0.678 -0.676 -1.2098 -1.1942 1.5425 0.16
C 1.834 2.180 -0.905 -0.6566 -0.6003 -1.2266 -0.98
C -0.001 -0.083 0.780 2.6467 0.6413 -2.5537 -0.08
H -1.552 1.006 1.755 -0.1800 0.4891 -0.6022 0.34
H -1.459 -0.517 -0.723 -0.8770 1.5526 -1.2062 0.22
H -1.485 -2.745 -0.919 0.1553 0.3942 2.6443 0.31
H 1.234 -1.927 -0.882 -0.0808 0.3170 -0.2928 0.30
H 2.891 2.587 -0.919 -1.5009 -0.4717 0.5712 0.34
H 0.034 1.688 2.061 -0.5181 -0.5515 -1.1345 0.29
H 1.360 2.416 -1.884 0.5647 -0.3411 0.1881 0.31
H -0.613 1.933 0.347 -0.7237 -1.0028 1.5681 0.30
H 0.603 -0.734 1.429 -0.1557 0.7204 0.1899 0.46
H 0.166 -1.646 -2.243 -0.6997 -0.7715 -1.6576 0.44
H 1.066 2.605 -0.251 0.9375 0.6748 0.5724 0.14
H -0.205 -2.875 0.397 -0.2009 -0.2295 -0.1863 0.37
H -1.671 -2.312 0.956 -2.2310 0.1276 1.5462 0.45